Formula: C20H36N2OS2
Source: the Open Molecules 2025 dataset
Level of theory: wB97M-V/def2-TZVPD

largest force on an atom = 2.10 eV/A
frontier orbital gap = 3.595 eV
HOMO = -5.39 eV
E_LUMO = -1.8 eV
E_tot = -1764.6131 Ha

Geometry as XYZ:
```
61
Properties=species:S:1:pos:R:3:forces:R:3
C -3.490 1.416 -0.840 0.36 0.12 0.08
C -1.956 1.427 -0.914 -0.75 -0.29 0.34
C -1.267 0.053 -0.874 -0.18 0.89 -0.77
C -2.057 -1.167 -1.323 1.80 -0.13 1.08
N -1.303 -2.372 -0.786 -0.51 -1.41 -0.65
C -2.091 -3.137 0.191 -0.12 1.03 0.84
C -2.270 -2.295 1.478 0.05 -0.66 -0.49
C -1.374 -2.731 2.638 -0.40 1.00 -0.30
C -1.088 -1.511 3.526 0.71 -0.64 0.15
C -0.044 -0.565 2.988 -0.38 -0.17 -0.02
C -0.297 0.802 3.037 0.01 -0.02 -0.06
C 0.618 1.718 2.574 -0.24 -0.08 0.14
C 1.791 1.246 2.042 0.00 0.87 -0.07
N 2.029 -0.062 2.011 0.30 -0.05 -0.14
C 1.159 -0.972 2.463 -0.57 -0.20 0.24
C -0.808 -3.210 -1.781 0.25 0.31 -0.22
S -1.354 -4.699 -2.108 -0.04 -0.54 -0.08
S 0.512 -2.559 -2.811 -0.55 0.29 -0.08
C 1.921 -2.649 -1.683 0.43 0.19 -0.28
C 2.963 -1.623 -2.128 -0.69 0.25 -0.12
C 2.415 -0.200 -2.047 0.73 -0.47 -0.10
H -3.891 0.601 -0.244 -0.10 -0.18 0.10
H -3.815 2.334 -0.368 -0.18 0.26 0.01
H -3.932 1.390 -1.828 -0.21 -0.20 -0.19
H -1.654 2.029 -1.759 0.27 0.10 -0.11
H -1.604 1.973 -0.049 0.28 0.35 0.03
H -0.407 0.121 -1.531 0.31 -0.12 -0.01
H -0.866 -0.095 0.124 -0.04 -0.33 0.20
H -2.079 -1.250 -2.401 -0.34 0.12 -0.22
H -3.040 -1.215 -0.882 -0.38 -0.01 -0.16
H -3.068 -3.425 -0.188 -0.12 -0.01 -0.34
H -1.571 -4.060 0.406 0.15 -0.17 0.11
H -2.051 -1.258 1.261 -0.10 0.26 -0.16
H -3.313 -2.352 1.766 -0.20 0.12 0.28
H -0.446 -3.114 2.233 0.28 -0.29 0.02
H -1.865 -3.508 3.207 0.08 -0.26 0.20
H -0.734 -1.861 4.494 -0.02 0.04 0.28
H -1.980 -0.921 3.693 -0.35 -0.08 0.10
H -1.242 1.127 3.437 -0.17 0.18 0.09
H 0.403 2.769 2.628 0.16 0.28 -0.26
H 2.517 1.923 1.637 0.33 0.03 -0.24
H 2.909 -0.369 1.622 0.02 -0.09 -0.10
H 1.429 -2.009 2.406 0.25 -0.20 -0.14
H 2.348 -3.636 -1.803 -0.04 -0.38 0.30
H 1.610 -2.475 -0.657 -0.19 0.00 0.18
H 3.166 -1.819 -3.175 0.48 -0.21 -0.20
H 3.878 -1.772 -1.559 0.13 0.01 0.07
H 1.737 -0.097 -1.214 -0.16 0.06 0.35
H 1.863 0.017 -2.947 -0.39 0.19 -0.18
H 3.187 0.561 -1.980 0.13 -0.07 0.10
C 1.923 5.196 -0.946 0.50 -0.03 0.50
C 1.128 3.891 -0.730 -0.45 0.41 -1.58
C 1.854 2.757 -1.483 0.35 -0.04 0.58
O -0.132 4.013 -1.187 0.20 -0.30 0.81
H 1.948 5.454 -2.006 -0.14 -0.08 -0.03
H 1.458 6.018 -0.399 -0.10 -0.01 -0.05
H 2.965 5.109 -0.594 -0.05 0.03 -0.02
H 1.250 3.642 0.375 -0.12 -0.06 0.27
H 1.877 2.961 -2.556 -0.12 0.06 0.00
H 1.332 1.811 -1.319 -0.13 0.32 -0.04
H 2.899 2.630 -1.140 -0.05 0.00 -0.02
```
Forces are in eV/Å.

Formula: C20H36O2
Source: the Open Molecules 2025 dataset
Level of theory: wB97M-V/def2-TZVPD

ΔE to the lowest compared entry with this formula, charge and spin = 0.3 kcal per mole
largest force on an atom = 0.97 eV/A
frontier orbital gap = 10.122 eV
structure (SMILES) = C=C[C@](C)(O)CC[C@@H]1[C@@]2(C)CCCC(C)(C)[C@@H]2CC[C@]1(C)O
HOMO = -9.40 eV
E_LUMO = 0.7 eV
E_tot = -934.1553 Ha

Geometry as XYZ:
```
58
Properties=species:S:1:pos:R:3:forces:R:3
C -4.651 -1.348 -0.712 -0.06 -0.15 -0.07
C -4.412 -0.428 0.205 0.05 0.23 0.00
C -3.881 0.953 -0.123 0.24 0.17 0.28
C -4.294 1.944 0.971 0.10 -0.16 -0.32
H -3.856 1.668 1.926 0.02 -0.04 0.18
H -3.957 2.943 0.704 0.04 0.08 -0.02
H -5.378 1.960 1.075 -0.09 0.00 0.06
C -2.350 0.914 -0.305 -0.35 0.05 0.05
C -1.584 0.422 0.926 0.16 -0.06 -0.08
H -2.238 -0.227 1.509 -0.02 0.01 0.12
H -1.361 1.277 1.565 -0.07 -0.02 0.08
C -0.268 -0.357 0.710 -0.14 -0.01 -0.18
H 0.122 -0.497 1.728 0.04 0.00 -0.05
C -0.487 -1.816 0.203 0.24 -0.27 0.90
C 0.861 -2.554 0.151 -0.18 0.20 -0.34
C 1.959 -1.769 -0.552 -0.02 -0.03 0.41
H 1.687 -1.631 -1.596 0.08 0.00 -0.15
H 2.877 -2.357 -0.514 0.05 -0.01 -0.11
C 2.150 -0.421 0.141 0.02 -0.05 -0.33
H 2.205 -0.625 1.219 -0.01 0.01 0.05
C 0.857 0.419 -0.047 -0.04 0.04 0.47
C 0.515 0.640 -1.525 0.07 -0.08 0.01
H 1.411 0.804 -2.110 0.10 0.08 -0.13
H 0.002 -0.220 -1.937 -0.02 0.04 -0.13
H -0.122 1.511 -1.644 -0.08 0.11 -0.06
C 1.057 1.779 0.643 0.10 -0.03 -0.27
C 2.315 2.487 0.161 0.02 -0.05 0.28
C 3.545 1.650 0.479 -0.14 -0.01 -0.24
H 4.447 2.174 0.156 0.11 -0.02 0.05
H 3.605 1.526 1.564 0.05 0.00 0.10
C 3.511 0.259 -0.175 0.19 0.06 0.25
C 3.866 0.375 -1.662 -0.11 0.07 0.17
H 3.344 1.193 -2.148 -0.05 0.06 -0.13
H 3.648 -0.547 -2.192 -0.02 -0.11 -0.14
H 4.933 0.573 -1.759 0.10 0.01 -0.02
C 4.627 -0.573 0.481 -0.21 0.07 -0.13
H 4.772 -1.519 -0.035 0.07 -0.14 -0.04
H 4.401 -0.783 1.525 -0.03 -0.02 0.15
H 5.566 -0.026 0.444 0.12 0.05 -0.02
H 2.248 2.679 -0.910 0.00 0.08 -0.11
H 2.400 3.456 0.661 -0.01 0.03 -0.10
H 0.195 2.421 0.454 -0.13 0.00 0.07
H 1.136 1.628 1.724 -0.05 -0.01 0.12
H 1.174 -2.774 1.174 0.00 -0.02 0.06
H 0.698 -3.501 -0.367 -0.08 -0.08 0.09
C -1.392 -2.597 1.173 0.14 0.13 -0.28
H -2.429 -2.279 1.088 -0.09 0.02 0.04
H -1.066 -2.473 2.202 0.02 0.03 0.15
H -1.350 -3.655 0.921 0.00 -0.10 -0.03
O -1.049 -1.903 -1.096 -0.16 -0.08 -0.36
H -1.992 -1.711 -1.031 -0.02 -0.03 0.00
H -2.040 1.926 -0.569 0.05 0.03 -0.09
H -2.160 0.286 -1.172 0.01 0.05 -0.09
O -4.371 1.390 -1.384 0.02 0.10 -0.23
H -5.332 1.432 -1.345 0.00 -0.04 0.03
H -4.602 -0.625 1.252 0.00 -0.15 0.13
H -4.478 -1.147 -1.757 0.02 0.10 -0.21
H -5.034 -2.323 -0.463 -0.06 -0.16 0.13
```
Forces are in eV/Å.

Formula: C20H36O9
Source: the Open Molecules 2025 dataset
Level of theory: wB97M-V/def2-TZVPD

ΔE to the lowest compared entry with this formula, charge and spin = 16.4 kcal per mole
largest force on an atom = 0.30 eV/A
frontier orbital gap = 7.993 eV
structure (SMILES) = O=C1C=CC(=O)C(CCO)=C1.COCCOCCOC.COCCOCCOC
HOMO = -9.19 eV
E_LUMO = -1.2 eV
E_tot = -1460.6517 Ha

Geometry as XYZ:
```
65
Properties=species:S:1:pos:R:3:forces:R:3
O 2.567 -0.339 3.385 0.16 0.16 -0.20
C 3.405 -0.957 2.765 -0.09 0.01 0.00
C 3.028 -1.873 1.647 0.06 0.11 0.00
C 3.823 -2.896 1.359 0.06 0.04 0.01
C 5.052 -3.104 2.175 -0.03 0.05 0.08
O 5.508 -4.205 2.379 0.11 0.01 -0.22
C 5.673 -1.877 2.783 -0.02 -0.11 -0.14
C 7.148 -1.920 3.063 0.09 -0.11 0.01
C 7.914 -0.672 2.628 -0.04 0.07 0.04
O 8.500 -0.935 1.358 -0.12 -0.09 -0.07
C 4.855 -0.866 3.075 -0.01 0.04 -0.04
H 2.100 -1.671 1.126 -0.06 -0.07 0.11
H 3.610 -3.615 0.579 -0.05 -0.13 0.09
H 7.321 -2.130 4.120 -0.09 0.07 0.03
H 7.573 -2.763 2.517 0.05 -0.03 0.09
H 8.694 -0.435 3.355 0.04 -0.03 -0.02
H 7.245 0.191 2.563 0.01 0.00 0.07
H 8.513 -0.131 0.835 0.06 0.10 0.00
H 5.198 0.039 3.563 -0.10 -0.05 0.13
C -6.064 -1.576 1.590 -0.06 -0.07 0.05
O -4.756 -2.010 1.880 0.09 0.14 -0.07
C -4.194 -2.802 0.854 -0.06 -0.07 0.00
C -2.685 -2.732 0.876 -0.02 -0.10 0.00
O -2.160 -1.518 0.366 0.04 0.01 -0.04
C -2.181 -0.389 1.226 -0.02 0.10 -0.04
C -1.107 -0.401 2.288 0.01 0.06 0.07
O -1.433 -1.285 3.342 0.03 -0.12 -0.16
C -0.285 -1.752 4.017 -0.06 0.00 0.13
H -6.765 -2.417 1.519 0.01 -0.01 -0.01
H -6.378 -0.926 2.404 -0.01 -0.01 0.00
H -6.098 -1.015 0.650 0.01 0.00 0.00
H -4.555 -2.467 -0.127 0.02 0.02 0.00
H -4.494 -3.852 0.986 -0.05 0.01 -0.04
H -2.318 -3.506 0.199 0.03 -0.01 0.04
H -2.309 -2.941 1.880 -0.04 0.06 0.01
H -3.167 -0.241 1.672 0.03 -0.08 0.06
H -1.973 0.458 0.569 -0.05 0.03 0.03
H -0.989 0.619 2.680 0.06 -0.01 0.00
H -0.153 -0.694 1.829 -0.01 0.00 -0.01
H 0.398 -2.256 3.324 0.02 0.01 0.02
H -0.617 -2.466 4.769 -0.03 0.02 0.01
H 0.260 -0.938 4.504 0.01 -0.01 -0.03
C -0.020 1.196 -1.780 0.04 -0.09 -0.05
O -0.763 1.546 -2.923 -0.08 0.16 0.07
C -2.088 1.047 -2.884 0.02 -0.09 -0.01
C -3.015 1.899 -3.720 -0.01 -0.08 -0.04
O -3.361 3.136 -3.120 -0.04 0.01 0.01
C -2.406 4.180 -3.183 0.05 0.07 0.03
C -2.337 4.875 -4.523 0.03 0.08 -0.03
O -1.643 4.088 -5.471 -0.12 -0.13 0.03
C -1.979 4.407 -6.800 0.08 0.06 -0.03
H 0.107 0.110 -1.698 -0.01 0.00 0.03
H 0.958 1.667 -1.867 0.01 -0.02 -0.02
H -0.508 1.559 -0.867 0.02 0.01 0.01
H -2.456 1.021 -1.851 -0.01 0.03 0.00
H -2.110 0.020 -3.274 0.00 -0.02 0.06
H -3.958 1.355 -3.808 0.00 0.01 -0.05
H -2.602 2.040 -4.722 0.05 0.03 0.04
H -1.413 3.836 -2.884 -0.01 -0.03 -0.06
H -2.751 4.919 -2.456 0.04 -0.01 0.03
H -1.820 5.836 -4.389 -0.04 0.03 -0.04
H -3.356 5.083 -4.874 -0.01 -0.02 0.01
H -3.057 4.307 -6.974 0.00 0.00 0.01
H -1.449 3.709 -7.446 0.01 0.01 0.00
H -1.678 5.429 -7.062 -0.01 0.01 0.01
```
Forces are in eV/Å.